Here is a structure of composition C20H32N3O6PTc from the OMol25 dataset. Energies are from ωB97M-V with the def2-TZVPD basis set.

Output
Calculated total energy ... -1818.6564 hartree
2S+1 ... 4
Charge ... +2
Frontier orbital gap (alpha / beta) ... 7.11 / 6.87 eV
Largest force on an atom ... 0.63 eV/Å
<S²> ... 3.7671
Highest occupied orbital energy (alpha / beta) ... -15.55 / -15.60 eV
Energy relative to the best compared isomer or geometry (same formula, charge and spin) ... 2.3 kcal per mole

Last column: Löwdin charge in e.
Geometry (Å):
Tc  0.3104  -1.4425  -1.1976  1.78
O  -0.9233  -4.5855  -3.1506  0.23
C  -0.3124  -4.0369  -2.3024  -0.47
O  0.2779  -2.7941  -2.5096  -0.22
C  -0.0428  -4.5598  -0.8910  -0.08
C  1.3495  -4.1481  -0.4172  -0.17
C  1.7873  -4.8530  0.8476  -0.06
C  0.8813  -4.2253  1.9351  -0.06
C  0.0385  -3.2468  1.1488  -0.17
O  1.0370  -2.7554  0.1208  -0.22
C  -0.9706  -3.9407  0.2204  -0.07
C  -1.9995  -2.9284  -0.2484  -0.44
O  -3.1734  -3.0093  -0.1667  0.23
O  -1.4367  -1.7266  -0.7084  -0.19
H  -0.1570  -5.6420  -0.9194  0.18
H  2.0999  -4.0415  -1.1949  0.17
H  2.8387  -4.6650  1.0498  0.14
H  1.6497  -5.9279  0.7435  0.14
H  1.4673  -3.7059  2.6890  0.14
H  0.2459  -4.9517  2.4388  0.14
H  -0.3280  -2.3774  1.6895  0.17
H  -1.5270  -4.7165  0.7426  0.18
O  0.7007  0.0985  -0.0585  -0.45
P  0.1744  1.5913  -0.0745  0.63
N  1.0501  2.3928  1.0030  -0.19
C  0.6029  3.6447  1.6589  -0.15
C  0.8394  3.3989  3.1596  -0.14
C  1.7205  2.1353  3.2430  -0.14
C  2.1727  1.8712  1.8091  -0.16
N  -1.4013  1.7088  0.2199  -0.18
C  -1.9703  1.2520  1.5195  -0.16
C  -3.4341  0.9742  1.1931  -0.15
C  -3.7342  1.9782  0.0847  -0.14
C  -2.4818  1.9194  -0.7804  -0.16
N  0.4347  2.1089  -1.6201  -0.16
C  0.1023  1.2721  -2.7434  -0.19
C  1.0714  1.6407  -3.8665  -0.13
C  2.2461  2.2758  -3.1274  -0.14
C  1.5626  3.0173  -1.9901  -0.14
H  -0.4305  3.8646  1.3973  0.11
H  1.2262  4.4611  1.2905  0.12
H  -0.1019  3.2545  3.6865  0.11
H  1.3273  4.2611  3.6084  0.12
H  1.1437  1.2872  3.6143  0.11
H  2.5718  2.2685  3.9070  0.12
H  2.3613  0.8260  1.5805  0.10
H  3.0682  2.4475  1.5650  0.13
H  -1.8725  2.0544  2.2534  0.12
H  -1.4363  0.3763  1.8951  0.11
H  -4.0692  1.1001  2.0672  0.13
H  -3.5608  -0.0441  0.8246  0.11
H  -3.8538  2.9807  0.4983  0.13
H  -4.6292  1.7367  -0.4838  0.13
H  -2.2991  2.8337  -1.3426  0.12
H  -2.5415  1.0727  -1.4714  0.11
H  -0.9491  1.2909  -3.0279  0.12
H  0.2727  0.1601  -2.4669  0.06
H  0.5768  2.3647  -4.5159  0.14
H  1.3398  0.7842  -4.4809  0.13
H  2.8299  2.9400  -3.7603  0.13
H  2.9170  1.5098  -2.7309  0.12
H  1.1431  3.9654  -2.3290  0.13
H  2.1972  3.2046  -1.1282  0.11

---

Here is the molecule C20H32N4O2 from the OMol25 dataset. Energies are from ωB97M-V with the def2-TZVPD basis set.

Output
Calculated total energy ... -1150.0323 hartree
Structure (SMILES) ... CCCn1ncc(CN2CCN(Cc3ccc(C)o3)[C@@H](CCO)C2)c1C
2S+1 ... 1
Frontier orbital gap ... 8.47 eV
Largest force on an atom ... 14.32 eV/Å
Highest occupied orbital energy ... -7.84 eV
Energy relative to the best compared isomer or geometry (same formula, charge and spin) ... 519.7 kcal per mole

Last column: Löwdin charge in e.
Geometry (Å):
C  2.5673  -0.7546  -5.2941  -0.15
C  2.2880  -1.0700  -3.8130  -0.22
H  1.2223  -1.5761  -3.7239  0.13
H  3.1015  -1.8071  -3.6090  0.11
C  2.5266  0.2917  -3.0173  -0.01
N  2.4086  -0.3303  -1.6092  -0.06
C  2.3530  0.4310  -0.5018  -0.32
C  2.0086  -0.2253  0.4744  -0.23
C  2.1366  -1.5659  -0.0376  -0.15
N  2.3189  -1.5567  -1.2099  0.05
H  2.0339  -2.6788  0.5216  0.19
C  1.7581  0.0876  1.8243  -0.22
N  0.4929  0.3336  2.3790  -0.09
C  -0.4186  1.0485  1.6484  -0.28
H  0.1026  2.1905  1.6727  0.18
C  -1.6791  1.1165  2.2011  -0.42
N  -2.3448  0.0003  2.3023  -0.08
C  -1.5600  -1.1350  2.8504  -0.26
C  -0.3827  -1.1504  2.2913  -0.13
H  0.3777  -2.0017  2.9084  0.19
H  -0.2397  -1.4809  1.1492  0.14
H  -1.5539  -1.0815  3.8625  0.09
H  -2.2038  -2.1731  2.6895  0.20
C  -3.1168  -0.6259  1.0299  -0.01
C  -2.5884  -0.6147  -0.4338  -0.14
C  -2.0710  0.1624  -1.2163  -0.11
C  -1.0987  -0.5264  -2.1100  0.04
C  -1.3338  -1.9557  -1.6641  -0.36
O  -1.7597  -2.0151  -0.4614  0.02
C  -0.4645  -3.1573  -2.0071  -0.01
H  -1.0149  -4.0149  -1.5876  0.08
H  -0.6683  -3.1960  -3.2418  0.14
H  0.5307  -3.1027  -1.8680  -0.01
H  -0.6893  -0.2310  -3.0805  0.08
H  -2.1899  1.2016  -1.3788  0.12
H  -4.0576  0.2171  0.7819  0.18
H  -3.8162  -1.2319  1.1422  0.00
C  -1.7062  1.6143  3.7362  0.00
H  -2.7016  1.4226  4.0953  0.12
H  -0.9117  1.2968  4.0661  0.00
C  -1.7306  3.3049  3.7272  -0.15
O  -2.8183  3.6035  2.8844  -0.09
H  -3.6242  3.4498  3.2101  0.02
H  -1.6281  3.7863  4.5945  0.05
H  -0.9560  3.7110  2.8741  0.15
H  -2.4013  1.9784  1.6518  0.21
H  -0.3320  0.9403  0.6758  0.06
H  2.3735  -0.4960  2.8180  0.20
H  2.1000  1.1344  2.1130  0.13
C  2.1659  1.8632  -0.8119  -0.03
H  2.9289  2.3339  -1.3082  0.02
H  2.0757  2.4838  0.2304  0.11
H  1.0491  2.4059  -1.1807  0.17
H  1.7555  0.8051  -3.1140  0.03
H  3.4741  0.5459  -2.9384  0.09
H  1.7898  -0.1814  -5.5525  0.00
H  3.5762  -0.1803  -5.5638  0.12
H  2.5456  -1.6442  -6.0712  0.11

---

Please write out number 2 again, unchanged.
Here is the molecule C20H32N4O2 from the OMol25 dataset. Energies are from ωB97M-V with the def2-TZVPD basis set.

Output
Calculated total energy ... -1150.0323 hartree
Structure (SMILES) ... CCCn1ncc(CN2CCN(Cc3ccc(C)o3)[C@@H](CCO)C2)c1C
2S+1 ... 1
Frontier orbital gap ... 8.47 eV
Largest force on an atom ... 14.32 eV/Å
Highest occupied orbital energy ... -7.84 eV
Energy relative to the best compared isomer or geometry (same formula, charge and spin) ... 519.7 kcal per mole

Last column: Löwdin charge in e.
Geometry (Å):
C  2.5673  -0.7546  -5.2941  -0.15
C  2.2880  -1.0700  -3.8130  -0.22
H  1.2223  -1.5761  -3.7239  0.13
H  3.1015  -1.8071  -3.6090  0.11
C  2.5266  0.2917  -3.0173  -0.01
N  2.4086  -0.3303  -1.6092  -0.06
C  2.3530  0.4310  -0.5018  -0.32
C  2.0086  -0.2253  0.4744  -0.23
C  2.1366  -1.5659  -0.0376  -0.15
N  2.3189  -1.5567  -1.2099  0.05
H  2.0339  -2.6788  0.5216  0.19
C  1.7581  0.0876  1.8243  -0.22
N  0.4929  0.3336  2.3790  -0.09
C  -0.4186  1.0485  1.6484  -0.28
H  0.1026  2.1905  1.6727  0.18
C  -1.6791  1.1165  2.2011  -0.42
N  -2.3448  0.0003  2.3023  -0.08
C  -1.5600  -1.1350  2.8504  -0.26
C  -0.3827  -1.1504  2.2913  -0.13
H  0.3777  -2.0017  2.9084  0.19
H  -0.2397  -1.4809  1.1492  0.14
H  -1.5539  -1.0815  3.8625  0.09
H  -2.2038  -2.1731  2.6895  0.20
C  -3.1168  -0.6259  1.0299  -0.01
C  -2.5884  -0.6147  -0.4338  -0.14
C  -2.0710  0.1624  -1.2163  -0.11
C  -1.0987  -0.5264  -2.1100  0.04
C  -1.3338  -1.9557  -1.6641  -0.36
O  -1.7597  -2.0151  -0.4614  0.02
C  -0.4645  -3.1573  -2.0071  -0.01
H  -1.0149  -4.0149  -1.5876  0.08
H  -0.6683  -3.1960  -3.2418  0.14
H  0.5307  -3.1027  -1.8680  -0.01
H  -0.6893  -0.2310  -3.0805  0.08
H  -2.1899  1.2016  -1.3788  0.12
H  -4.0576  0.2171  0.7819  0.18
H  -3.8162  -1.2319  1.1422  0.00
C  -1.7062  1.6143  3.7362  0.00
H  -2.7016  1.4226  4.0953  0.12
H  -0.9117  1.2968  4.0661  0.00
C  -1.7306  3.3049  3.7272  -0.15
O  -2.8183  3.6035  2.8844  -0.09
H  -3.6242  3.4498  3.2101  0.02
H  -1.6281  3.7863  4.5945  0.05
H  -0.9560  3.7110  2.8741  0.15
H  -2.4013  1.9784  1.6518  0.21
H  -0.3320  0.9403  0.6758  0.06
H  2.3735  -0.4960  2.8180  0.20
H  2.1000  1.1344  2.1130  0.13
C  2.1659  1.8632  -0.8119  -0.03
H  2.9289  2.3339  -1.3082  0.02
H  2.0757  2.4838  0.2304  0.11
H  1.0491  2.4059  -1.1807  0.17
H  1.7555  0.8051  -3.1140  0.03
H  3.4741  0.5459  -2.9384  0.09
H  1.7898  -0.1814  -5.5525  0.00
H  3.5762  -0.1803  -5.5638  0.12
H  2.5456  -1.6442  -6.0712  0.11